Arrangement one

A single C9H11NO2 molecule. Source: the Open Molecules 2025 dataset; level of theory: the ωB97M-V functional and the def2-TZVPD basis.

Last column: Löwdin charge in e.
Atoms and positions in Å:
N (1.87717, 0.62779, 1.93684)  0.0420
C (1.21378, -0.64462, 1.59083)  -0.2582
C (-0.38108, -0.44511, 1.45884)  -0.0916
C (-0.88225, 0.09505, 0.13174)  -0.2680
C (-0.39883, 1.35105, -0.20024)  -0.0414
C (-0.65135, 1.87552, -1.47182)  -0.0669
C (-1.58063, 1.25698, -2.34071)  -0.0804
C (-2.06061, -0.00851, -1.93943)  -0.0854
C (-1.72003, -0.56162, -0.71006)  -0.0698
C (1.69981, -1.15589, 0.20708)  -0.5293
O (2.45060, -0.67963, -0.54364)  0.1515
O (1.08729, -2.28904, -0.20899)  0.0922
H (1.89907, 0.97515, 2.88583)  0.0766
H (2.88026, 0.42927, 1.77016)  0.0892
H (1.39145, -1.45274, 2.31159)  0.1377
H (-0.88403, -1.42940, 1.78435)  0.1359
H (-0.66378, 0.18768, 2.30924)  0.1112
H (0.32224, 1.84055, 0.42694)  0.0977
H (-0.24599, 2.83263, -1.86501)  0.1096
H (-1.80068, 1.59038, -3.33608)  0.0887
H (-2.69614, -0.58877, -2.65076)  0.1105
H (-2.12496, -1.51454, -0.38256)  0.1157
H (1.26869, -2.29218, -1.16412)  0.1325

Computed properties:
SMILES string   N[C@@H](Cc1ccccc1)C(=O)O
Total charge   0
Kohn-Sham gap   9.9085 eV
E_HOMO   -0.334 Ha

Arrangement two

A single C9H11NO2 molecule. Source: the Open Molecules 2025 dataset; level of theory: the ωB97M-V functional and the def2-TZVPD basis.

Last column: Löwdin charge in e.
Atoms and positions in Å:
C (3.49593, -0.92400, -0.39729)  -0.1265
O (1.98852, -1.09216, -0.52349)  -0.1859
C (1.10055, 0.09933, 0.05785)  -0.1801
C (1.40056, 1.40498, -0.21735)  -0.0635
C (0.32091, 2.29382, -0.24031)  -0.0872
C (-1.01820, 2.01354, 0.03844)  -0.0295
C (-1.21525, 0.65878, 0.23473)  -0.1884
C (-2.67515, 0.23660, 0.19030)  -0.3671
N (-2.90194, -0.18502, -1.01614)  0.1800
O (-4.08577, -1.01597, -0.59832)  -0.1271
C (-0.14990, -0.28526, 0.26031)  -0.1089
C (-0.69887, -1.87719, 0.44473)  0.0081
H (3.93474, -0.76680, 0.77548)  0.1193
H (3.98717, -0.05511, -1.03279)  0.0899
H (3.84618, -2.05454, -0.57939)  0.1036
H (2.53414, 1.83225, -0.00138)  0.1748
H (0.71003, 3.31846, -0.70625)  0.1433
H (-1.72671, 2.71061, -0.00522)  0.0689
H (-3.29404, 1.03062, 0.89115)  0.2165
H (-2.97427, -0.63227, 0.94329)  0.1558
H (-1.76302, -1.81594, 0.71143)  0.0186
H (-0.06741, -2.33459, 1.25939)  0.0822
H (-0.74822, -2.56014, -0.48917)  0.1031

Computed properties:
SMILES string   COc1cccc(CN=O)c1C
Total charge   0
Kohn-Sham gap   7.2065 eV
E_HOMO   -0.345 Ha

Arrangement three

A single C9H11NO2 molecule. Source: the Open Molecules 2025 dataset; level of theory: the ωB97M-V functional and the def2-TZVPD basis.

Last column: Löwdin charge in e.
Atoms and positions in Å:
C (-1.75506, -1.30342, -1.01092)  -0.0328
C (-1.25864, -0.23750, 0.05120)  -0.2069
C (-2.48268, 0.15510, 0.94391)  -0.0220
C (-0.08748, 0.39590, -0.09223)  -0.2191
C (0.25605, 1.46940, 0.76668)  -0.0795
C (1.47626, 1.89874, 0.79524)  -0.1017
C (2.48940, 1.46238, -0.18117)  -0.0494
C (2.22323, 0.37790, -0.92837)  -0.0479
C (1.00145, -0.44424, -0.71197)  -0.1129
N (1.25148, -1.63401, 0.33838)  -0.3257
O (2.31725, -2.18416, 0.39215)  0.1028
O (0.22549, -1.94589, 0.87503)  0.0678
H (-1.58719, -0.95559, -2.06072)  0.0956
H (-1.25557, -2.18458, -0.95179)  0.0276
H (-2.84585, -1.35487, -0.95958)  0.0772
H (-2.05462, 0.66345, 1.88242)  0.0976
H (-2.87549, -0.75087, 1.23681)  0.0474
H (-3.10556, 0.81835, 0.39980)  0.0776
H (-0.66556, 1.90835, 1.28115)  0.1354
H (1.84893, 2.77233, 1.41275)  0.1213
H (3.42882, 2.01842, -0.17242)  0.1096
H (2.84043, 0.07455, -1.64360)  0.0576
H (0.61489, -1.01973, -1.66275)  0.1805

Computed properties:
SMILES string   CC(C)=C1C=CC=C[C@H]1[N+](=O)[O-]
Total charge   0
Kohn-Sham gap (alpha / beta)   8.5538 / 8.5544 eV
E_HOMO (alpha / beta)   -0.306 / -0.306 Ha

The most stable arrangement is arrangement one, and the next structure is 5.388 eV less stable.

Arrangement one

2 unconnected molecules or ions with the total composition C4H14N. Source: the Open Molecules 2025 dataset; level of theory: the ωB97M-V functional and the def2-TZVPD basis.

Last column: Löwdin charge in e.
Atoms and positions in Å:
C (-1.30230, 0.63841, -2.80753)  -0.1788
C (-1.90854, 1.11540, -1.52487)  -0.1991
H (-0.19283, 0.85072, -2.54668)  0.0904
H (-1.53555, -0.28597, -3.23229)  0.0437
H (-1.46026, 1.31266, -3.60205)  0.0519
H (-1.39693, 2.09903, -1.40585)  0.0734
H (-1.65596, 0.55101, -0.57145)  0.0512
H (-3.01852, 1.27036, -1.54141)  0.0804
C (1.13520, -1.06848, 0.26515)  0.0423
N (1.74036, -0.80795, 1.65142)  -0.0239
C (0.78288, -0.28473, 2.73352)  0.0247
H (1.83194, -1.11774, -0.51147)  0.0896
H (0.50686, -0.11354, 0.18515)  0.1110
H (0.55479, -1.91016, 0.53938)  0.0973
H (2.07405, -1.72480, 1.97742)  0.1766
H (2.47699, -0.15325, 1.37291)  0.1772
H (1.10592, 0.49059, 3.28969)  0.0523
H (-0.08775, 0.11149, 2.19169)  0.0969
H (0.34965, -0.97301, 3.53729)  0.1429

Computed properties:
Total charge   +1
Kohn-Sham gap   10.4570 eV
E_HOMO   -0.522 Ha

Arrangement two

2 unconnected molecules or ions with the total composition C4H14N. Source: the Open Molecules 2025 dataset; level of theory: the ωB97M-V functional and the def2-TZVPD basis.

Last column: Löwdin charge in e.
Atoms and positions in Å:
C (1.64268, -1.42358, 0.42187)  -0.1707
C (0.73396, -1.64375, 1.60420)  -0.1730
H (1.04691, -1.41904, -0.55927)  0.0765
H (2.19072, -2.36898, 0.27478)  0.0974
H (1.87133, -0.42471, 0.60129)  0.0347
H (0.13193, -0.74004, 1.60596)  0.0245
H (-0.06354, -2.42265, 1.29788)  0.1031
H (1.02736, -1.88302, 2.64266)  0.0911
C (-1.01975, 0.33020, -1.77295)  0.0251
N (-0.18642, 1.02938, -0.67684)  -0.0088
C (-0.98653, 2.03224, 0.21765)  0.0214
H (-0.61379, 0.30360, -2.82965)  0.1334
H (-1.26197, -0.73060, -1.50125)  0.1190
H (-1.95072, 0.67738, -1.81629)  0.0334
H (0.66243, 1.57297, -0.95298)  0.1932
H (0.07241, 0.40746, 0.03938)  0.0457
H (-1.64600, 1.51524, 1.03542)  0.1431
H (-1.51385, 2.63505, -0.46457)  0.0710
H (-0.13718, 2.55285, 0.83270)  0.1399

Computed properties:
Total charge   +1
Kohn-Sham gap   11.3800 eV
E_HOMO   -0.545 Ha

Arrangement three

2 unconnected molecules or ions with the total composition C4H14N. Source: the Open Molecules 2025 dataset; level of theory: the ωB97M-V functional and the def2-TZVPD basis.

Last column: Löwdin charge in e.
Atoms and positions in Å:
C (-0.49386, -3.94102, -0.57174)  -0.1520
C (-0.10926, -3.26826, -1.93383)  -0.1690
H (-1.30364, -3.33125, -0.20978)  0.0445
H (-0.80081, -4.94658, -0.86749)  0.0633
H (0.31368, -4.01107, 0.14054)  0.0520
H (-0.38231, -3.84195, -2.83026)  0.0634
H (0.95763, -3.05789, -2.07057)  0.0551
H (-0.68052, -2.33629, -1.92890)  0.0430
C (-0.39716, 1.52699, 0.96553)  -0.0104
N (-0.08071, 2.90418, 1.43923)  -0.0188
C (1.01154, 3.49741, 0.53599)  0.0173
H (-0.91782, 0.95841, 1.73873)  0.1115
H (0.50592, 0.91040, 0.91386)  0.1133
H (-0.79301, 1.55504, -0.03922)  0.1074
H (-0.83486, 3.58614, 1.49389)  0.1816
H (0.32594, 2.81142, 2.37115)  0.1768
H (2.03198, 3.11190, 0.62886)  0.1162
H (0.67525, 3.29400, -0.47547)  0.0981
H (0.97199, 4.57842, 0.69947)  0.1069

Computed properties:
Total charge   +1
Kohn-Sham gap   10.0346 eV
E_HOMO   -0.506 Ha

The most stable arrangement is arrangement three, and the next structure is 0.945 eV less stable.

Arrangement one

3 unconnected molecules or ions with the total composition C4H15N2O2. Source: the Open Molecules 2025 dataset; level of theory: the ωB97M-V functional and the def2-TZVPD basis.

Last column: Löwdin charge in e.
Atoms and positions in Å:
C (2.31651, -0.41025, 0.20755)  -0.1036
C (1.30899, -1.58534, 0.36560)  -0.1376
C (0.06479, -0.78360, -0.11169)  -0.3413
C (-0.03247, -0.50992, -1.45639)  -0.0950
N (-0.67440, 0.66362, -2.20459)  0.1432
N (-0.74285, -0.19774, 0.79698)  0.1437
H (2.15036, 0.57033, 0.66405)  0.0759
H (2.25622, -0.11799, -0.88132)  0.0711
H (3.38558, -0.66002, 0.49813)  0.0977
H (1.32218, -2.08463, 1.29754)  0.0811
H (1.51967, -2.48016, -0.23549)  0.1215
H (0.58236, -1.02180, -2.20270)  0.1175
H (-0.95671, 0.44147, -3.18580)  0.1708
H (-1.59345, 1.09720, -1.90380)  0.1409
H (-0.03752, 1.58197, -2.10237)  0.2246
H (-1.66199, 0.03234, 0.67166)  0.0659
H (-0.50415, -0.08865, 1.84825)  0.1512
H (-3.55825, 3.48453, -1.00737)  0.0908
H (-4.51554, 2.72929, -1.85101)  -0.0240
O (-3.72084, 2.60141, -1.45628)  -0.0370
H (1.59280, -0.45482, 4.15663)  0.0850
H (0.73413, -1.85765, 4.23858)  0.0619
O (0.76460, -0.94960, 3.85382)  -0.1043

Computed properties:
Total charge   +1
Kohn-Sham gap   8.9517 eV
E_HOMO   -0.450 Ha

Arrangement two

2 unconnected molecules or ions with the total composition C4H15N2O2. Source: the Open Molecules 2025 dataset; level of theory: the ωB97M-V functional and the def2-TZVPD basis.

Last column: Löwdin charge in e.
Atoms and positions in Å:
N (1.28312, -0.43971, 1.04586)  0.2310
C (-0.14354, 0.11755, 0.94930)  -0.2553
C (-0.95208, -0.55780, -0.16941)  -0.1300
C (-1.00838, -2.08050, 0.11798)  -0.2148
O (-0.30723, -2.72611, -0.95858)  -0.0752
C (0.10769, 1.60294, 0.49679)  -0.2511
N (0.38946, 2.53032, 1.56225)  0.0183
H (1.87504, 0.34221, 1.34713)  0.1582
H (1.33089, -1.13448, 1.79146)  0.1665
H (1.63543, -0.79267, 0.15396)  0.1771
H (-0.63547, -0.04963, 1.90661)  0.1571
H (-1.91791, -0.02853, -0.21945)  0.1362
H (-0.44794, -0.34375, -1.10947)  0.0951
H (-0.54247, -2.41423, 1.06246)  0.1190
H (-2.05283, -2.35072, -0.05915)  0.1268
H (-0.79373, -3.51041, -1.20304)  0.0861
H (-0.90196, 1.86075, 0.09752)  0.1273
H (0.85854, 1.63851, -0.29199)  0.1080
H (-0.35530, 2.89981, 2.12364)  0.0838
H (1.06977, 3.20755, 1.26066)  0.0765
H (-0.13354, 1.29656, -3.35411)  0.0727
H (0.46374, 2.22154, -2.49048)  0.0470
O (0.37482, 1.26556, -2.52285)  -0.0604

Computed properties:
Total charge   +1
Kohn-Sham gap   10.0245 eV
E_HOMO   -0.480 Ha

Arrangement three

3 unconnected molecules or ions with the total composition C4H15N2O2. Source: the Open Molecules 2025 dataset; level of theory: the ωB97M-V functional and the def2-TZVPD basis.

Last column: Löwdin charge in e.
Atoms and positions in Å:
C (0.16398, 1.04818, 1.21034)  -0.1389
C (-1.19149, 1.02369, 0.50057)  -0.1864
C (-1.32625, -0.26135, -0.24176)  -0.1406
C (-0.52957, -0.60535, -1.24671)  -0.2194
N (-0.44899, -1.87546, -1.87400)  0.0503
N (0.41028, -0.15887, 2.13768)  0.1762
H (0.99095, 1.14386, 0.51366)  0.1164
H (0.08433, 1.81507, 1.99691)  0.1294
H (-1.20257, 1.96891, -0.05270)  0.1133
H (-2.02438, 1.05343, 1.26073)  0.1343
H (-2.10807, -1.02063, -0.12849)  0.1168
H (0.16647, 0.15221, -1.63537)  0.1155
H (-1.34557, -2.31894, -1.70181)  0.0971
H (-0.18130, -1.82417, -2.84636)  0.0993
H (1.08949, 0.13494, 2.83363)  0.1592
H (0.76404, -0.85567, 1.44531)  0.0836
H (-0.38564, -0.52918, 2.66177)  0.1703
H (1.72564, 2.89672, -1.86259)  0.0531
H (0.12142, 2.93437, -2.06521)  0.0492
O (0.86789, 2.56508, -1.59853)  -0.0394
H (0.91845, -2.43502, -0.34709)  0.0423
H (2.03936, -2.77367, 0.61346)  0.0743
O (1.40155, -2.07815, 0.42657)  -0.0558

Computed properties:
Total charge   +1
Kohn-Sham gap   9.2704 eV
E_HOMO   -0.445 Ha

Arrangement four

3 unconnected molecules or ions with the total composition C4H15N2O2. Source: the Open Molecules 2025 dataset; level of theory: the ωB97M-V functional and the def2-TZVPD basis.

Last column: Löwdin charge in e.
Atoms and positions in Å:
C (0.39020, -1.01628, -1.64426)  -0.0757
O (0.99532, -1.59744, -0.56925)  0.0179
C (-0.65800, 0.27310, -1.21569)  -0.3304
C (-1.79953, -0.45440, -0.47912)  -0.0991
C (-2.78222, 0.62059, 0.10413)  -0.2557
N (-3.49228, 0.01629, 1.14497)  0.0735
N (-0.00229, 1.05474, -0.37599)  0.2659
H (-0.18851, -1.73233, -2.21207)  0.1444
H (1.09674, -0.46637, -2.24764)  0.1353
H (1.24954, -0.86155, 0.01093)  0.0357
H (-0.90116, 0.69653, -2.16434)  0.1462
H (-1.45008, -1.02876, 0.37664)  0.1240
H (-2.32309, -1.19115, -1.07918)  0.1300
H (-3.46597, 0.85478, -0.70730)  0.1332
H (-2.16298, 1.47981, 0.42242)  0.1217
H (2.80494, -0.30554, 0.92540)  0.0585
H (-4.41315, 0.29790, 1.24796)  0.0739
H (-3.07070, -0.02355, 2.06329)  0.1137
H (3.21167, 0.14403, 0.48905)  0.0785
H (0.27470, 1.98237, -0.70914)  0.1243
H (5.21986, -0.15876, 2.62098)  0.0374
H (6.17242, 0.89778, 2.06174)  0.0413
O (5.29459, 0.51822, 1.93644)  -0.0945

Computed properties:
Total charge   +1
Kohn-Sham gap   5.8498 eV
E_HOMO   -0.496 Ha

The most stable arrangement is arrangement three, and the next structure is 0.630 eV less stable.